DFT (ωB97M-V with the def2-TZVPD basis set) results for a single C19H19N3O5 molecule in a non-equilibrium geometry.

Atoms and positions in Å:
C -4.59 -2.04 -0.08
O -4.43 -0.78 -0.72
C -3.12 -0.36 -0.88
C -2.67 -0.15 -2.17
C -1.38 0.30 -2.37
C -0.52 0.51 -1.31
C 0.90 0.99 -1.55
C 1.12 2.35 -0.93
C 0.37 3.42 -1.42
N -0.21 4.33 -1.83
C 1.95 2.53 0.12
N 2.08 3.71 0.81
O 2.75 1.56 0.64
C 2.71 0.32 0.07
C 3.60 -0.63 0.63
C 3.63 -1.88 0.11
C 4.51 -2.98 0.62
N 2.82 -2.19 -0.93
C 1.92 -1.32 -1.55
O 1.26 -1.71 -2.49
C 1.89 0.01 -0.98
C -0.97 0.31 0.01
O -0.04 0.56 0.97
C -0.27 0.24 2.33
C -2.29 -0.10 0.22
O -2.79 -0.25 1.51
C -3.79 0.70 1.85
H -4.16 -2.05 0.93
H -4.12 -2.83 -0.67
H -5.66 -2.21 -0.02
H -3.33 -0.34 -2.99
H -1.02 0.47 -3.38
H 1.04 1.04 -2.64
H 2.92 3.82 1.36
H 1.70 4.53 0.38
H 4.22 -0.34 1.45
H 5.11 -2.62 1.45
H 3.91 -3.82 0.96
H 5.17 -3.33 -0.17
H 2.84 -3.12 -1.32
H -0.63 -0.78 2.45
H 0.70 0.35 2.81
H -0.98 0.93 2.79
H -3.38 1.72 1.84
H -4.11 0.45 2.87
H -4.64 0.66 1.18

The calculation puts the LUMO energy at 0.018 Eh. The HOMO energy comes out at -8.2 eV. The structure (SMILES) is COc1ccc([C@H]2C(C#N)=C(N)Oc3cc(C)[nH]c(=O)c32)c(OC)c1OC. For the gap between HOMO and LUMO, the calculation gives 8.64 eV. For the relative energy (zero: lowest compared OMol25 entry of this formula, charge and spin), the calculation gives 237.1 kJ/mol. The value obtained for the strongest force on any atom is 1.2 eV Å⁻¹.